No. 1
# HN2O3S

3 unconnected molecules or ions with the total composition HN2O3S in a non-equilibrium geometry (ωB97M-V with the def2-TZVPD basis set, OMol25).

```
! wB97M-V def2-TZVPD RIJCOSX def2/J DEFGRID3
* xyz -1 1
N -0.92 0.31 -0.42
N 1.80 -1.09 -1.73
O 2.04 -2.21 -2.15
O 2.56 -0.42 -1.02
O -0.74 0.51 0.71
S -2.68 0.94 1.91
H -2.07 1.96 2.70
*
```

**F_max**: 3.93 eV/Å
**ΔE to the lowest compared entry with this formula, charge and spin**: 731.0 kJ/mol

No. 2
# C8H7CrN2O5S

A molecular structure, C8H7CrN2O5S in a non-equilibrium geometry (ωB97M-V with the def2-TZVPD basis set, OMol25).

```
! wB97M-V def2-TZVPD RIJCOSX def2/J DEFGRID3
* xyz 2 4
O -0.03 3.91 -5.84
C 0.00 3.36 -4.84
Cr 0.06 -0.57 -1.75
O -0.14 1.71 0.13
C -0.03 1.17 -0.94
C -0.06 -3.31 -2.49
O -0.06 -4.35 -2.94
C 1.90 -0.45 -2.24
O 3.03 -0.21 -2.30
C -1.81 -0.41 -2.06
O -2.96 -0.27 -2.15
H 0.14 1.66 -1.96
S 0.04 -1.90 -0.04
C 0.00 -1.03 1.46
N 1.08 -0.74 2.21
C 0.74 0.25 3.23
C -0.76 0.42 3.07
N -1.11 -0.57 2.06
H 2.01 -0.86 1.83
H 1.30 1.18 3.03
H 1.00 -0.11 4.23
H -1.02 1.43 2.71
H -1.31 0.23 4.00
H -2.00 -0.57 1.57
*
```

**⟨S²⟩**: 3.91
**F_max**: 9.06 eV/Å
**ΔE to the lowest compared entry with this formula, charge and spin**: 93.5 kJ/mol

No. 3
# C7H15NO3S

A single C7H15NO3S molecule in a non-equilibrium geometry (ωB97M-V with the def2-TZVPD basis set, OMol25).

```
! wB97M-V def2-TZVPD RIJCOSX def2/J DEFGRID3
* xyz 0 1
C -0.87 -1.29 -0.62
C 0.29 -0.57 -0.07
C 0.45 0.72 -0.89
C 1.96 1.41 -0.58
C 2.31 1.01 0.84
C 2.49 -0.46 0.95
C 1.59 -1.33 0.09
H -5.06 -0.52 -0.39
H -5.23 1.00 0.09
H -0.74 -1.70 -1.70
H -1.17 -2.05 -0.01
H -0.14 -0.19 1.00
H -0.27 1.50 -0.59
H 0.24 0.51 -1.91
H 2.79 0.89 -1.19
H 2.14 2.56 -0.64
H 3.31 1.50 1.21
H 1.65 1.53 1.47
H 2.62 -0.90 1.94
H 3.47 -0.65 0.51
H 1.92 -1.50 -0.98
H 1.50 -2.50 0.35
N -4.52 0.37 -0.36
O -3.11 -0.80 1.40
O -2.59 1.62 0.60
O -2.04 -0.36 -0.86
S -2.99 0.19 0.34
*
```

**Structure (SMILES)**: NS(=O)(=O)OCC1CCCCC1
**F_max**: 4.50 eV/Å
**ΔE to the lowest compared entry with this formula, charge and spin**: 198.0 kJ/mol

No. 4
# C2H3ClN

A gas-phase ion, C2H3ClN (charge +1) in a non-equilibrium geometry (ωB97M-V with the def2-TZVPD basis set, OMol25).

```
! wB97M-V def2-TZVPD RIJCOSX def2/J DEFGRID3
* xyz 1 1
C -0.41 0.03 -0.11
C -1.64 -0.09 0.11
N 0.96 -0.03 0.02
Cl -3.26 0.02 -0.04
H 1.43 -0.53 -0.79
H 1.42 -0.38 1.00
H 1.48 0.96 -0.20
*
```

**Structure (SMILES)**: [NH3+]C#CCl
**F_max**: 5.10 eV/Å
**ΔE to the lowest compared entry with this formula, charge and spin**: 102.7 kJ/mol

No. 5
# C54H43N3OP2Zr

A molecular structure, C54H43N3OP2Zr (ωB97M-V with the def2-TZVPD basis set, OMol25).

```
! wB97M-V def2-TZVPD RIJCOSX def2/J DEFGRID3
* xyz 4 1
Zr 0.53 -0.04 -0.32
C 0.76 -0.73 -4.72
C 2.12 -0.65 -5.00
C 3.02 -0.41 -3.96
C 2.54 -0.25 -2.68
N 1.21 -0.33 -2.41
C 0.34 -0.57 -3.42
C 3.40 0.02 -1.49
C 4.76 0.23 -1.53
C 5.44 0.45 -0.34
C 4.75 0.47 0.87
C 3.38 0.26 0.86
N 2.72 0.04 -0.31
C 2.52 0.26 2.07
C 2.98 0.47 3.35
C 2.06 0.48 4.40
C 0.71 0.29 4.13
C 0.32 0.09 2.82
N 1.20 0.08 1.81
H 0.03 -0.92 -5.50
H 2.48 -0.77 -6.01
H 4.08 -0.36 -4.17
H -0.71 -0.64 -3.15
H 5.29 0.22 -2.47
H 6.51 0.61 -0.35
H 5.28 0.64 1.79
H 4.03 0.63 3.55
H 2.40 0.64 5.41
H -0.03 0.29 4.91
H -0.72 -0.06 2.56
C -5.68 -0.09 0.47
C -4.65 0.01 -0.67
C -5.36 0.13 -2.03
C -3.79 -1.23 -0.66
C -4.43 -2.47 -0.87
C -3.75 -3.66 -0.92
C -2.38 -3.67 -0.70
C -1.69 -2.48 -0.45
P 0.03 -2.65 0.06
C 0.77 -4.00 -0.87
C 1.19 -5.14 -0.19
C 1.71 -6.21 -0.92
C 1.80 -6.14 -2.30
C 1.36 -5.00 -2.97
C 0.85 -3.93 -2.26
C 0.04 -3.01 1.82
C 1.27 -3.11 2.48
C 1.30 -3.36 3.84
C 0.11 -3.49 4.56
C -1.11 -3.38 3.91
C -1.15 -3.14 2.54
C -2.43 -1.29 -0.49
O -1.67 -0.01 -0.32
C -2.43 1.27 -0.30
C -1.69 2.45 -0.14
C -2.38 3.66 -0.18
C -3.76 3.69 -0.33
C -4.43 2.49 -0.46
C -3.79 1.24 -0.46
P 0.09 2.58 0.07
C 0.71 3.64 -1.24
C 0.56 3.24 -2.57
C 1.01 4.05 -3.60
C 1.61 5.27 -3.30
C 1.74 5.69 -1.99
C 1.29 4.88 -0.95
C 0.46 3.28 1.69
C -0.54 3.58 2.61
C -0.20 4.11 3.85
C 1.13 4.33 4.17
C 2.14 4.01 3.26
C 1.81 3.48 2.03
H -6.32 -0.96 0.34
H -6.33 0.78 0.48
H -5.19 -0.16 1.44
H -6.00 -0.73 -2.21
H -4.65 0.20 -2.85
H -6.00 1.01 -2.05
H -5.50 -2.47 -1.03
H -4.28 -4.59 -1.10
H -1.84 -4.60 -0.70
H 1.11 -5.23 0.88
H 2.03 -7.10 -0.40
H 2.19 -6.98 -2.86
H 1.41 -4.96 -4.05
H 0.48 -3.07 -2.80
H 2.20 -3.04 1.94
H 2.25 -3.48 4.35
H 0.15 -3.70 5.62
H -2.03 -3.51 4.46
H -2.11 -3.08 2.05
H -1.84 4.59 -0.10
H -4.29 4.62 -0.36
H -5.51 2.51 -0.58
H 0.05 2.31 -2.83
H 0.88 3.75 -4.63
H 1.95 5.91 -4.11
H 2.17 6.65 -1.76
H 1.38 5.23 0.07
H -1.58 3.43 2.37
H -0.98 4.36 4.56
H 1.39 4.76 5.13
H 3.17 4.21 3.51
H 2.60 3.26 1.32
*
```

**DFT total energy**: -83039.5767 eV
**F_max**: 0.97 eV/Å

No. 6
# C5H6CuO5

A molecular structure, C5H6CuO5 in a non-equilibrium geometry (ωB97M-V with the def2-TZVPD basis set, OMol25).

```
! wB97M-V def2-TZVPD RIJCOSX def2/J DEFGRID3
* xyz -1 1
H -1.56 -2.99 -2.80
O 1.07 -1.34 -2.18
C -0.77 -3.00 -2.06
C 0.13 -2.04 -2.05
H -0.69 -3.78 -1.30
H -2.45 2.07 -0.30
C -1.34 2.12 -0.41
C -1.08 2.80 -1.76
O 0.31 2.70 -2.07
C 1.23 3.47 -1.34
O 0.99 4.66 -1.16
O 2.21 2.77 -0.98
Cu 1.22 0.86 -1.05
O -0.73 0.88 -0.34
H -1.00 2.81 0.39
H -1.42 3.84 -1.77
H -1.58 2.25 -2.57
*
```

**F_max**: 1.92 eV/Å
**ΔE to the lowest compared entry with this formula, charge and spin**: 4.3 kJ/mol

No. 7
# C20H23N5O2SSe2Te2V

A molecular structure, C20H23N5O2SSe2Te2V (ωB97M-V with the def2-TZVPD basis set, OMol25).

```
! wB97M-V def2-TZVPD RIJCOSX def2/J DEFGRID3
* xyz -1 3
V 0.66 -0.87 -1.32
O -0.62 -2.08 -0.66
C -1.88 -2.38 -0.80
C -2.37 -3.56 -0.21
C -3.71 -3.89 -0.28
C -4.61 -3.07 -0.96
C -4.14 -1.92 -1.56
C -2.79 -1.56 -1.51
C -2.29 -0.37 -2.19
N -1.05 0.06 -2.23
C -1.02 1.16 -3.05
C -2.28 1.42 -3.50
N -3.07 0.44 -2.94
H -1.66 -4.18 0.31
H -4.06 -4.81 0.19
H -5.66 -3.32 -1.01
H -4.85 -1.29 -2.09
H -0.11 1.69 -3.25
H -2.67 2.19 -4.14
H -4.06 0.33 -3.09
Se 3.06 -1.93 -0.78
Te 3.16 -4.16 -1.92
Te 0.82 -3.92 -3.36
Se 1.13 -1.51 -3.81
S -0.57 2.26 0.10
C 0.91 2.29 -0.76
C 1.62 3.52 -0.86
C 2.78 3.62 -1.57
C 3.29 2.49 -2.22
C 2.58 1.32 -2.10
N 1.44 1.20 -1.40
H 1.19 4.37 -0.35
H 3.30 4.57 -1.62
H 4.20 2.52 -2.80
H 2.94 0.42 -2.58
C 3.29 0.70 1.61
N 2.07 0.68 2.39
C 2.19 1.01 3.79
C 0.84 1.43 4.33
C -0.16 0.33 4.06
N -0.14 -0.04 2.66
C -1.34 -0.67 2.15
C 0.96 0.06 1.87
O 0.98 -0.36 0.71
H 3.83 1.63 1.84
H 3.06 0.69 0.55
H 3.93 -0.15 1.84
H 2.91 1.82 3.88
H 2.59 0.16 4.36
H 0.52 2.35 3.83
H 0.91 1.63 5.41
H -1.17 0.68 4.29
H 0.04 -0.54 4.69
H -2.20 -0.07 2.42
H -1.45 -1.68 2.56
H -1.28 -0.73 1.07
*
```

**⟨S²⟩**: 2.02
**F_max**: 0.62 eV/Å
**ΔE to the lowest compared entry with this formula, charge and spin**: 79.8 kJ/mol

No. 8
# C4H8O3

2 unconnected molecules or ions with the total composition C4H8O3 in a non-equilibrium geometry (ωB97M-V with the def2-TZVPD basis set, OMol25).

```
! wB97M-V def2-TZVPD RIJCOSX def2/J DEFGRID3
* xyz 0 1
O -1.77 1.20 -1.79
C -0.65 0.78 -1.70
C -0.16 -0.08 -0.54
C 1.31 -0.44 -0.65
C 1.85 -1.27 0.49
O 2.68 -2.13 0.37
H 0.15 1.07 -2.42
H -0.89 -0.87 -0.38
H -0.27 0.68 0.25
H 1.42 -1.07 -1.54
H 1.89 0.45 -0.74
H 1.45 -1.03 1.49
H -3.19 0.83 3.02
H -2.70 1.98 2.21
O -2.47 1.46 2.99
*
```

**Structure (SMILES)**: O=CCCC=O.O
**F_max**: 2.15 eV/Å
**ΔE to the lowest compared entry with this formula, charge and spin**: 184.5 kJ/mol

No. 9
# C31H26HfN4O2

A molecular structure, C31H26HfN4O2 (ωB97M-V with the def2-TZVPD basis set, OMol25).

```
! wB97M-V def2-TZVPD RIJCOSX def2/J DEFGRID3
* xyz 4 1
Hf 0.86 1.23 -0.15
C 5.31 0.93 -0.93
C 5.71 2.26 -0.96
C 4.75 3.26 -0.84
C 3.42 2.91 -0.69
N 3.03 1.60 -0.64
C 3.97 0.64 -0.77
C 2.33 3.91 -0.60
C 2.53 5.27 -0.71
C 1.43 6.13 -0.68
C 0.15 5.60 -0.55
C 0.02 4.24 -0.43
N 1.08 3.39 -0.45
H 6.02 0.12 -1.04
H 6.75 2.52 -1.08
H 5.05 4.29 -0.87
H 3.63 -0.38 -0.75
H 3.52 5.68 -0.84
H 1.58 7.20 -0.77
H -0.72 6.23 -0.54
H -0.96 3.78 -0.33
C -4.50 -2.30 1.78
O -4.00 -1.34 0.82
C -3.19 -1.78 -0.15
C -2.51 -3.00 -0.14
C -1.75 -3.38 -1.23
C -1.64 -2.58 -2.36
C -2.31 -1.37 -2.40
C -3.05 -0.97 -1.30
N -3.85 0.21 -1.41
C -3.97 1.17 -0.56
C -3.13 1.39 0.62
C -3.76 1.74 1.82
C -3.04 1.97 2.98
C -1.65 1.90 2.97
C -1.03 1.58 1.77
C -1.74 1.33 0.59
O -1.02 1.11 -0.58
H -5.26 -1.78 2.34
H -3.70 -2.62 2.44
H -4.93 -3.15 1.26
H -2.62 -3.66 0.71
H -1.27 -4.35 -1.21
H -1.08 -2.93 -3.23
H -2.28 -0.76 -3.29
H -4.48 0.23 -2.21
H -4.77 1.88 -0.75
H -4.84 1.81 1.84
H -3.56 2.23 3.90
H -1.08 2.09 3.87
H 0.09 1.59 1.86
N 1.27 -0.87 0.03
C 1.50 -2.02 0.12
C 1.79 -3.37 0.23
C 2.21 -3.89 1.47
C 2.51 -5.23 1.55
C 2.41 -6.03 0.41
C 2.00 -5.52 -0.82
C 1.68 -4.18 -0.93
H 2.28 -3.26 2.34
H 2.83 -5.66 2.49
H 2.66 -7.09 0.48
H 1.93 -6.16 -1.68
H 1.36 -3.76 -1.87
*
```

**F_max**: 0.59 eV/Å
**ΔE to the lowest compared entry with this formula, charge and spin**: 143.7 kJ/mol

No. 10
# C35H28Br2N5O2PW

A molecular structure, C35H28Br2N5O2PW in a non-equilibrium geometry (ωB97M-V with the def2-TZVPD basis set, OMol25).

```
! wB97M-V def2-TZVPD RIJCOSX def2/J DEFGRID3
* xyz 2 3
W 0.57 -0.49 -1.04
C 1.94 -1.95 -2.91
C 1.06 -3.20 -2.71
C -0.25 -3.08 -3.50
C 0.81 -3.43 -1.21
C 0.05 -4.72 -0.85
O -0.98 -4.28 0.04
C -0.97 -2.96 0.11
N -0.04 -2.38 -0.62
C -1.95 -2.34 0.97
C -2.94 -3.18 1.50
C -3.89 -2.71 2.39
C -3.88 -1.38 2.78
C -2.92 -0.53 2.27
C -1.95 -0.98 1.37
P -0.73 0.27 0.85
C 0.11 0.73 2.39
C 1.20 -0.05 2.79
C 1.86 0.26 3.97
C 1.43 1.32 4.75
C 0.33 2.07 4.36
C -0.33 1.78 3.18
C -1.70 1.70 0.31
C -1.14 2.98 0.39
C -1.87 4.07 -0.04
C -3.13 3.90 -0.59
C -3.66 2.62 -0.74
C -2.95 1.52 -0.29
H 2.25 -1.88 -3.95
H 2.84 -2.01 -2.29
H 1.36 -0.98 -2.70
H 1.62 -4.06 -3.09
H -0.95 -2.39 -3.00
H -0.74 -4.05 -3.60
H -0.05 -2.71 -4.50
H 1.78 -3.40 -0.67
H 0.66 -5.46 -0.33
H -0.43 -5.19 -1.72
H -2.95 -4.22 1.21
H -4.63 -3.39 2.78
H -4.61 -1.01 3.48
H -2.90 0.51 2.58
H 1.50 -0.91 2.20
H 2.69 -0.35 4.29
H 1.93 1.55 5.67
H -0.02 2.88 4.99
H -1.20 2.36 2.90
H -0.16 3.12 0.81
H -1.46 5.07 0.07
H -3.71 4.75 -0.91
H -4.63 2.48 -1.19
H -3.36 0.52 -0.38
Br 4.66 -1.64 1.60
C 4.19 0.06 0.93
C 4.97 1.19 1.17
C 4.63 2.42 0.64
Br 5.73 3.92 0.99
C 3.47 2.56 -0.18
C 3.05 3.75 -0.81
C 1.93 3.72 -1.62
C 1.22 2.54 -1.78
N 1.56 1.39 -1.18
C 2.68 1.41 -0.39
C 3.03 0.16 0.17
O 2.20 -0.84 -0.09
H 5.86 1.10 1.77
H 3.61 4.66 -0.67
H 1.61 4.61 -2.13
H 0.34 2.51 -2.43
N -4.40 -0.53 -5.28
C -3.66 -0.15 -4.50
N -2.83 0.30 -3.61
C -1.85 0.07 -2.95
N -0.90 -0.02 -2.21
*
```

**⟨S²⟩**: 2.03
**F_max**: 2.24 eV/Å
**ΔE to the lowest compared entry with this formula, charge and spin**: 63.5 kJ/mol

No. 11
# C5H13NO

A single C5H13NO molecule in a non-equilibrium geometry (ωB97M-V with the def2-TZVPD basis set, OMol25).

```
! wB97M-V def2-TZVPD RIJCOSX def2/J DEFGRID3
* xyz 0 1
C 1.12 -1.06 -1.77
C 1.31 -0.02 -0.55
N 0.04 0.63 -0.20
C 0.08 2.06 -0.72
C -0.71 0.38 1.11
C -1.28 -1.18 1.20
O -2.17 -1.50 2.31
H 0.12 -1.57 -1.62
H 0.95 -0.41 -2.63
H 1.85 -1.77 -1.97
H 1.57 -0.70 0.37
H 2.13 0.65 -0.71
H 0.46 2.17 -1.80
H 0.69 2.68 -0.03
H -0.94 2.55 -0.77
H -1.43 1.22 1.27
H 0.09 0.34 1.94
H -1.85 -1.41 0.29
H -0.36 -1.71 1.24
H -1.68 -1.34 3.07
*
```

**Structure (SMILES)**: CCN(C)CCO
**F_max**: 4.91 eV/Å
**ΔE to the lowest compared entry with this formula, charge and spin**: 271.3 kJ/mol

No. 12
# C17H30BBrCl10CsF6MgNO9S

A molecular structure, C17H30BBrCl10CsF6MgNO9S in a non-equilibrium geometry (ωB97M-V with the def2-TZVPD basis set, OMol25).

```
! wB97M-V def2-TZVPD RIJCOSX def2/J DEFGRID3
* xyz 0 1
C 0.87 -3.12 1.89
B 1.09 -2.56 0.46
O 0.55 -3.05 -0.67
S 2.28 -1.04 0.09
C 3.47 -1.02 1.45
O 3.50 0.18 2.26
C 2.62 0.13 3.35
F 2.84 1.23 4.14
F 1.36 0.20 3.01
F 2.83 -0.89 4.15
O 1.46 0.43 0.17
C 0.44 0.48 -0.88
C -0.94 0.16 -0.33
N -1.13 0.62 1.03
C -1.34 -0.41 2.02
C -2.81 -0.65 2.34
C -3.38 -1.56 1.19
O -3.54 0.54 2.44
H 1.43 -4.05 1.99
H 1.08 -2.46 2.72
H -0.18 -3.41 1.99
H -0.41 -3.00 -0.67
H 3.35 -1.92 2.04
H 4.43 -1.08 0.97
H 0.71 -0.25 -1.65
H 0.52 1.46 -1.33
H -1.10 -0.91 -0.42
H -1.69 0.62 -0.97
H -0.40 1.25 1.31
H -0.91 -0.11 2.97
H -0.89 -1.36 1.71
H -2.83 -1.12 3.35
H -3.39 -0.90 0.32
H -2.71 -2.39 0.98
H -4.39 -1.97 1.35
H -3.62 0.91 1.56
O 3.73 -2.58 -1.35
H 3.14 -3.22 -1.78
Mg -4.28 -2.12 3.32
C -2.94 -1.12 -3.62
Cl -1.36 -1.65 -3.02
Cl -2.81 -0.74 -5.33
Cl -4.12 -2.41 -3.37
Cl -3.46 0.32 -2.74
C 1.70 3.06 -7.75
C 2.16 2.96 -6.31
O 1.12 3.36 -5.38
C 0.15 2.50 -5.18
O 0.02 1.41 -5.66
C -0.86 3.07 -4.16
F -1.22 4.31 -4.47
F -0.31 3.09 -2.93
F -1.94 2.31 -4.11
H 1.36 4.07 -7.97
H 2.53 2.81 -8.41
H 0.88 2.37 -7.95
H 2.98 3.64 -6.12
H 2.49 1.95 -6.06
C 7.38 -2.74 -1.48
Cl 6.68 -1.82 -0.14
Cl 7.50 -1.74 -2.92
Cl 8.95 -3.39 -1.02
H 6.70 -3.55 -1.68
C -6.88 -3.87 7.26
Cl -8.29 -3.30 6.36
Cl -6.55 -5.56 6.89
Cl -5.48 -2.86 6.95
H -7.12 -3.80 8.32
Br -1.62 -1.30 5.42
O -1.23 3.50 1.04
C -1.32 4.31 1.95
C 0.57 4.49 2.49
O 0.66 5.28 3.42
H -1.72 4.02 2.94
H -1.52 5.37 1.76
H 1.06 4.78 1.55
H 0.84 3.43 2.68
Cs 3.27 2.37 2.23
*
```

**DFT total energy**: -267096.4080 eV
**F_max**: 11.30 eV/Å

What is the formula in the ninth record? C31H26HfN4O2

Among the records above, which one has the highest F_max? C17H30BBrCl10CsF6MgNO9S

Look up the F_max of the ninth one. 0.59 eV/Å